Molecular formula: C15H35ErINbO2
Method: DFT, wB97M-V/def2-TZVPD

Each line ends with the Mulliken charge.
Positions of all 55 atoms, in Å:
Er: 2.458055 -0.110948 -2.219656  1.26
I: 3.308294 -3.603585 -2.760672  0.15
Nb: 0.597796 -1.081769 2.245846  -1.47
O: -4.435037 -0.885563 -0.477310  -0.42
O: -1.935760 -0.769794 0.429080  0.03
C: 3.585030 -2.869542 -0.775961  -1.24
C: 1.731345 2.484880 -1.867125  -0.48
C: -3.420973 -2.673412 -1.714115  -0.91
C: -4.285990 -0.278632 0.770922  -0.79
C: 1.532244 2.554178 0.775190  -0.87
C: 2.062416 1.859690 2.069733  -0.59
C: 1.025401 1.036360 2.889578  -1.26
C: -2.845223 0.170720 1.023766  -0.15
C: -4.258108 -2.304533 -0.507798  -0.20
C: 2.394003 -1.409007 0.884353  -0.03
C: 2.228968 -2.530130 -0.152151  -0.40
C: -0.655747 -0.425924 0.358347  0.47
C: -0.820126 2.505931 -2.258103  -0.81
C: 0.452533 3.317223 -1.951841  -0.64
C: 2.076393 1.850102 -0.470791  0.71
H: 1.566357 1.660080 -2.600109  0.00
H: -3.778885 -2.632400 0.418892  0.25
H: 2.681470 -0.519501 0.304804  0.07
H: -2.369977 -2.421961 -1.537149  -0.04
H: 3.231066 -1.672702 1.547247  0.78
H: -0.221358 -0.980681 -0.489873  0.01
H: -3.761384 -2.085549 -2.568313  0.31
H: 0.109065 1.628880 2.987367  0.35
H: -1.018441 -0.939468 3.062509  0.18
H: -4.891718 0.629421 0.753525  0.37
H: 3.176236 1.836950 -0.379402  0.80
H: 1.597505 -2.146425 -0.966940  -0.05
H: 0.595301 4.009082 -2.783344  0.45
H: -2.681714 1.177227 0.623730  0.22
H: 1.730782 -3.413818 0.242448  0.54
H: 0.323250 3.939883 -1.067877  0.44
H: 2.392933 2.661743 2.737553  0.39
H: -0.595520 1.513498 -2.668899  0.19
H: 1.207722 -1.885792 3.744881  0.22
H: -2.648414 0.213488 2.097999  0.27
H: -4.654959 -0.902277 1.590132  0.38
H: 1.770970 0.794223 -0.446237  -1.28
H: -3.511737 -3.735460 -1.937291  0.40
H: 2.970080 1.291467 1.837581  0.39
H: -1.438857 3.049211 -2.968989  0.41
H: -0.541993 0.656553 0.213693  -0.04
H: 4.193187 -1.963541 -0.893698  0.40
H: -1.433602 2.377541 -1.363730  0.06
H: -0.012172 -2.734600 1.754589  0.08
H: 1.406164 0.914547 3.916969  0.67
H: 4.159802 -3.558151 -0.160781  0.57
H: -5.241420 -2.773810 -0.592562  0.42
H: 2.611534 3.013710 -2.241844  0.42
H: 0.439432 2.562617 0.798404  0.40
H: 1.843777 3.599772 0.743421  0.57

Forces on atoms 1 to 3 (eV/Å):
0.89 -2.08 0.01
0.04 0.33 -0.27
3.10 0.24 3.47

Output
Spin multiplicity = 4
E_HOMO (spin up / spin down) = -14.0 / -14.0 eV
Net charge = +2
Expectation value of S² = 3.767


Molecular formula: H4O6PTl
Method: DFT, wB97M-V/def2-TZVPD

Each line ends with the Mulliken charge.
Positions of all 12 atoms, in Å:
Tl: -1.646733 -0.161862 1.080012  0.81
P: -0.878913 0.133698 -2.345118  0.88
O: -1.316083 -1.183572 -1.682258  -0.47
O: -1.460593 1.244668 -1.444008  -0.46
O: 0.668637 0.327418 -2.336758  -0.61
O: 1.156817 -0.349192 0.238532  -0.55
O: -1.510973 0.280238 -3.797638  -0.38
O: 0.452127 -0.167812 3.179222  -0.53
H: 1.030877 -0.138562 -0.686668  0.43
H: 0.360357 -0.545182 4.054092  0.28
H: 1.212047 0.410398 3.245762  0.29
H: 1.932437 0.149768 0.494832  0.30

Forces on atoms 1 to 3 (eV/Å):
0.55 -0.05 -0.62
0.38 0.52 -1.33
0.41 0.75 0.08

Output
Energy above the lowest of the compared OMol25 structures with the same formula, charge and spin = 11.22 kcal per mole
E_HOMO = -10.2 eV


Molecular formula: C2H3BrN2S
Method: DFT, wB97M-V/def2-TZVPD

Each line ends with the Mulliken charge.
Positions of all 9 atoms, in Å:
Br: -2.152636 -1.671014 0.398214  -0.20
S: 0.666160 2.026759 0.349271  0.05
N: 1.308445 0.525941 -0.160514  -0.37
N: -1.097014 0.841249 1.194270  -0.55
C: -0.863020 -0.128569 0.463734  0.61
C: 0.214686 -0.338623 -0.640941  -0.57
H: -0.144485 0.117095 -1.555895  0.26
H: 0.309342 -1.382838 -0.733106  0.44
H: 1.758521 0.010000 0.684968  0.32

Forces on atoms 1 to 3 (eV/Å):
0.65 0.88 0.27
-1.27 -2.74 0.43
0.69 -1.25 1.97

Output
Energy above the lowest of the compared OMol25 structures with the same formula, charge and spin = 45.78 kcal per mole
E_HOMO = -9.6 eV


Molecular formula: C10H22Si
Method: DFT, wB97M-V/def2-TZVPD

Each line ends with the Mulliken charge.
Positions of all 33 atoms, in Å:
Si: 1.403386 -0.418001 0.412483  -0.10
C: 1.521680 1.484980 0.250649  0.70
C: 1.183205 1.914217 -1.177151  -1.43
C: 2.999744 -1.403252 0.014675  0.53
C: 4.245066 -0.772055 0.634122  -1.48
C: -3.078769 -1.540137 1.175665  -0.81
C: 3.183749 -1.545062 -1.496590  -1.51
C: -3.887822 -0.843652 0.176221  -0.21
C: -5.642351 0.281350 -1.189445  -1.08
C: -5.103850 -0.411056 0.030597  0.22
C: 0.602050 2.195979 1.245131  -1.55
H: 0.257977 -0.947856 -0.328033  -0.13
H: 2.549219 1.802301 0.465533  0.22
H: -3.634026 -1.712067 2.107115  0.31
H: 1.796584 1.384621 -1.903929  0.30
H: 0.677344 3.277496 1.131258  0.40
H: 4.132099 -0.651815 1.709947  0.36
H: 0.864566 1.941517 2.269485  0.41
H: 2.313506 -2.009651 -1.956204  0.38
H: 4.437531 0.206620 0.197604  0.33
H: 3.339474 -0.572290 -1.957668  0.30
H: 1.349943 2.982955 -1.310238  0.41
H: -6.054802 1.254225 -0.921234  0.30
H: -2.759401 -2.508827 0.788343  0.26
H: -4.859887 0.422821 -1.931020  0.31
H: -2.185592 -0.960096 1.413645  0.11
H: 0.136751 1.708293 -1.396272  0.35
H: -5.858826 -0.532234 0.822769  0.29
H: 2.894067 -2.410785 0.427847  0.31
H: -6.443626 -0.309964 -1.633689  0.29
H: -0.431734 1.907694 1.082008  0.35
H: 4.052456 -2.164457 -1.716849  0.42
H: 5.119374 -1.393892 0.448654  0.44

Forces on atoms 1 to 3 (eV/Å):
0.72 0.10 0.76
0.01 -0.16 -0.08
0.10 -0.07 0.00

Output
Energy above the lowest of the compared OMol25 structures with the same formula, charge and spin = 70.17 kcal per mole
E_HOMO (spin up / spin down) = -7.0 / -8.2 eV